This record from the Open Molecules 2025 dataset describes a cluster of 12 separate species, C66H156Br3N9O3 in total at a distorted geometry. The level of theory is the ωB97M-V functional and the def2-TZVPD basis.

Each line ends with the Mulliken charge.
Cartesian coordinates (Å):
C -2.5030 7.3258 2.7475  -1.3847
C -2.8914 6.2258 3.7038  -0.4937
C -1.9129 4.9928 3.5646  -0.0239
N -2.4794 3.6759 4.0946  0.5676
C -3.6356 3.1987 3.2897  -1.0271
C -1.3973 2.5446 4.2066  0.4635
C -0.7731 2.5430 5.6157  0.0135
C -1.5704 3.6229 6.4081  -1.0822
C -2.9566 3.7240 5.5921  -0.6138
H -2.6692 6.8937 1.7608  0.2880
H -1.5258 7.7980 2.8487  0.3463
H -3.1791 8.1784 2.8114  0.3949
H -3.9144 5.9827 3.4168  0.2657
H -2.9687 6.5668 4.7362  0.3937
H -0.9110 5.1856 3.9483  0.6198
H -1.6994 4.7416 2.5256  -0.3553
H -4.0112 2.2566 3.6890  0.4758
H -3.2358 3.0116 2.2931  0.1422
H -4.3671 4.0054 3.3377  0.4979
H -1.8450 1.5744 3.9913  -0.4398
H -0.6552 2.8632 3.4746  -0.0263
H -0.7015 1.5689 6.0995  -0.1390
H 0.2898 2.7831 5.5888  0.4153
H -1.8631 3.2841 7.4019  0.5196
H -1.0874 4.5762 6.6228  0.2971
H -3.5325 2.8015 5.6660  0.4824
H -3.6106 4.5820 5.7474  0.4950
C 9.3703 5.6627 -0.6519  -1.4174
C 7.9027 5.2670 -0.6130  -0.3762
C 7.5153 3.7075 -0.7916  -0.5709
N 6.2072 3.3067 -0.1789  0.2584
C 6.2325 3.6335 1.3696  -1.0779
C 5.7969 1.7897 -0.4551  -0.1150
C 5.0433 1.8687 -1.8522  -0.7517
C 4.6556 3.3106 -2.1675  -1.1815
C 4.9700 3.9566 -0.8063  -0.7114
H 10.0205 4.9582 -0.1332  0.3475
H 9.5264 6.6029 -0.1230  0.4015
H 9.7835 5.8145 -1.6491  0.3539
H 7.1600 5.8840 -1.1188  0.4146
H 7.6336 5.5052 0.4161  0.2512
H 8.1920 3.0513 -0.2442  0.3494
H 7.3576 3.3215 -1.7987  0.4696
H 7.0840 3.1347 1.8325  0.2522
H 5.3134 3.1639 1.7200  0.4382
H 6.0825 4.7090 1.4648  0.4942
H 4.9994 1.5516 0.2487  -0.3399
H 6.5991 1.0760 -0.2676  0.4899
H 4.1962 1.1834 -1.8794  0.6075
H 5.5996 1.7802 -2.7854  0.3262
H 3.6549 3.3877 -2.5927  0.4765
H 5.1906 3.7700 -2.9988  0.4287
H 4.2560 3.8824 0.0139  0.5066
H 5.2661 5.0033 -0.8771  0.5246
C -2.0866 2.8797 -4.0363  -1.1542
C -2.6404 1.8056 -4.9318  0.4922
C -2.4154 2.2279 -6.3812  -1.4289
N -2.2736 1.0597 -7.3009  0.3256
C -3.5737 0.2364 -7.3652  -1.1316
C -1.1635 -0.0291 -6.8169  -0.6594
C -0.5406 -0.4198 -8.1567  -0.7957
C -0.4951 0.8879 -9.0303  -0.6685
C -1.9075 1.4444 -8.8430  -0.4934
H -1.0293 3.0019 -4.2715  0.5512
H -2.1361 2.5270 -3.0061  -0.2574
H -2.5077 3.8322 -4.3578  0.4478
H -3.7238 1.7394 -4.8327  0.1349
H -2.2664 0.8170 -4.6657  0.3513
H -1.5352 2.8462 -6.5575  0.4517
H -3.2758 2.7499 -6.7998  0.4993
H -3.8531 -0.2121 -6.4119  0.3391
H -3.4061 -0.6059 -8.0364  0.5054
H -4.3729 0.9124 -7.6691  0.3756
H -1.6141 -0.8256 -6.2247  0.2566
H -0.5243 0.6170 -6.2153  0.3963
H -1.0525 -1.3060 -8.5318  0.4074
H 0.4702 -0.8050 -8.0232  0.4393
H -0.2292 0.7873 -10.0826  0.4441
H 0.2585 1.5714 -8.6390  0.3174
H -2.4792 0.8080 -9.5185  0.3258
H -2.1693 2.4862 -9.0280  0.4004
C 2.0777 -4.9599 -4.4688  -1.1123
N 1.3054 -3.8534 -3.6724  1.1913
C 2.1461 -3.3676 -2.4339  -1.1567
C 0.9821 -2.6611 -4.5922  -1.0348
C -0.0358 -4.3806 -2.9805  0.0059
C -0.1229 -5.9068 -2.6915  -0.9054
O 0.7313 -6.2793 -1.6478  -0.5635
H 2.3904 -5.7077 -3.7400  0.4122
H 2.9608 -4.6317 -5.0169  0.3143
H 1.3660 -5.4604 -5.1254  0.3872
H 1.9426 -3.9888 -1.5617  0.1090
H 1.7912 -2.3770 -2.1496  0.3971
H 3.2176 -3.3960 -2.6316  0.3160
H 0.5993 -3.0443 -5.5381  0.3519
H 1.9367 -2.1490 -4.7130  0.3295
H 0.3166 -1.9929 -4.0456  0.0177
H -0.9344 -4.3095 -3.5933  0.1808
H -0.2430 -3.8416 -2.0560  0.1121
H 0.0037 -6.5947 -3.5274  0.4519
H -1.1571 -6.0997 -2.4063  0.3494
H 0.6227 -5.7028 -0.8879  0.0573
C -3.3396 -5.4711 2.6181  -0.9692
N -4.1190 -4.8344 1.4449  0.0448
C -4.7902 -6.1229 0.8352  -0.7475
C -5.2467 -3.9979 1.9519  -0.8169
C -3.0517 -4.0762 0.6037  0.6195
C -3.5904 -3.2657 -0.5443  -0.1448
O -4.0954 -4.1843 -1.5007  -0.6696
H -2.4761 -6.0481 2.2871  0.4342
H -4.0083 -6.0900 3.2163  0.4662
H -2.9770 -4.6703 3.2626  0.2598
H -5.1784 -6.8102 1.5870  0.4078
H -4.0926 -6.6947 0.2233  0.3059
H -5.5826 -5.7822 0.1689  0.3483
H -5.8351 -3.8092 1.0540  0.4615
H -4.8302 -3.1918 2.5561  0.1140
H -5.7687 -4.6650 2.6379  0.4185
H -2.2974 -4.8171 0.3388  0.1315
H -2.5578 -3.3962 1.2978  -0.5628
H -2.8174 -2.6686 -1.0281  0.1838
H -4.3250 -2.4822 -0.3582  0.1845
H -3.9859 -3.7242 -2.3361  0.4078
C 0.5979 -0.9848 0.8328  1.8348
N 0.2267 0.2169 -0.0535  0.9709
C 1.5070 0.8142 -0.6446  -0.6569
C -0.6841 -0.1239 -1.2753  0.5957
C -0.4893 1.2520 0.8543  -0.0125
C -1.0143 2.5545 0.1344  0.1121
O -2.3990 2.4035 -0.0774  0.5771
H 1.5365 -0.6432 1.2690  -0.8033
H 0.7076 -1.8008 0.1185  -0.8609
H -0.1897 -1.1811 1.5602  -0.1867
H 2.1850 1.0753 0.1680  0.3598
H 1.2207 1.6156 -1.3257  0.4167
H 1.9416 0.0002 -1.2248  -0.2299
H -1.5490 -0.7327 -1.0116  -0.4736
H -0.0835 -0.7883 -1.8965  0.0949
H -1.0182 0.8075 -1.7324  -0.2370
H 0.1509 1.3786 1.7274  0.3258
H -1.4291 0.7270 1.0252  -0.2928
H -0.2901 2.9749 -0.5634  0.2585
H -1.1648 3.3024 0.9130  -0.9282
H -2.7170 3.2520 -0.3944  -0.6120
C 3.3303 0.3289 3.8293  -1.4010
C 2.0010 0.1403 4.6249  0.5804
C 1.4515 -1.2826 4.7023  -0.3626
C 0.1134 -1.1988 5.4996  -1.4209
N -0.5387 -2.5607 5.8332  0.8238
C 0.3752 -3.1969 6.9176  -0.6765
C -0.6053 -3.6687 7.9595  -0.6505
C -1.7264 -2.6792 7.9241  -0.6954
C -1.9026 -2.3313 6.4806  -0.1559
C -0.7139 -3.5009 4.6208  -1.5184
H 4.0155 -0.4609 4.1370  0.3869
H 3.8042 1.3077 3.9039  0.4695
H 3.3152 0.2050 2.7465  0.0324
H 1.2208 0.7906 4.2294  -0.6002
H 2.3145 0.5162 5.5988  0.5433
H 2.1304 -1.8876 5.3031  0.5237
H 1.3868 -1.8451 3.7709  0.1897
H -0.6759 -0.7814 4.8744  0.3443
H 0.1297 -0.5928 6.4055  0.5865
H 0.9446 -4.0238 6.4932  0.2622
H 1.0309 -2.4604 7.3822  0.4878
H -0.9870 -4.6417 7.6502  0.3324
H -0.1240 -3.7954 8.9292  0.4020
H -2.6472 -3.1873 8.2104  0.3725
H -1.6277 -1.8732 8.6512  0.3391
H -2.6226 -2.9903 5.9953  0.3942
H -2.2072 -1.2847 6.4821  0.0617
H -1.2959 -2.8390 3.9794  0.4680
H -1.3836 -4.3316 4.8433  0.5724
H 0.1905 -3.8430 4.1178  0.2502
C -10.8398 4.5430 -1.5115  -1.0802
C -10.4084 4.4124 -0.0644  -0.5762
C -8.8633 4.0205 0.0066  -0.9064
C -8.5630 2.6599 -0.6217  -0.6461
N -7.1078 2.1660 -0.6810  0.4320
C -6.4201 2.5977 -1.9787  -1.0193
C -5.4045 1.5448 -2.3505  0.6753
C -5.6004 0.3930 -1.3821  -0.5065
C -6.9622 0.6393 -0.7291  -0.8741
C -6.3310 2.7996 0.4299  -1.5700
H -10.3213 5.3341 -2.0532  0.3093
H -11.9036 4.7688 -1.5849  0.3894
H -10.6630 3.5896 -2.0092  0.2738
H -10.9400 3.5825 0.4011  0.3154
H -10.5564 5.3431 0.4834  0.3663
H -8.4414 4.1268 1.0060  0.4449
H -8.2937 4.8103 -0.4833  0.4537
H -8.9009 2.4267 -1.6314  0.4675
H -9.1416 1.9048 -0.0896  0.3816
H -5.9080 3.5445 -1.8075  0.3656
H -7.1976 2.7429 -2.7287  0.4063
H -4.3956 1.9526 -2.4129  -0.5575
H -5.6325 1.1351 -3.3346  0.4461
H -4.7582 0.2917 -0.6976  0.0298
H -5.6812 -0.5668 -1.8925  0.5138
H -7.1707 0.1903 0.2420  0.4830
H -7.8489 0.3897 -1.3118  0.4953
H -5.2902 2.4802 0.3755  0.4281
H -6.7416 2.4288 1.3690  0.4600
H -6.3560 3.8875 0.3668  0.4884
C 4.3721 -1.7231 0.2364  0.5755
C 4.8735 -3.0780 -0.1041  -1.0845
C 6.2291 -3.4483 0.5068  -0.4130
C 7.3181 -2.6701 -0.2257  -1.5912
N 8.6846 -3.3707 -0.1158  0.4537
C 9.7432 -2.4126 -0.7594  -0.5584
C 10.5896 -3.2943 -1.6279  -0.6706
C 10.0460 -4.7240 -1.5671  -0.6645
C 8.6395 -4.5440 -1.1020  -0.7625
C 9.0954 -3.8670 1.2806  -0.8077
H 3.6303 -1.5584 -0.5451  -0.2013
H 5.1400 -0.9498 0.2607  -0.1558
H 3.6165 -1.8294 1.0147  0.0910
H 4.9516 -3.1770 -1.1868  0.2126
H 4.1385 -3.8543 0.1086  0.6148
H 6.3278 -4.5295 0.4096  0.3890
H 6.1298 -3.1617 1.5537  0.3772
H 7.4061 -1.6123 0.0217  0.6268
H 7.1259 -2.5706 -1.2940  0.4215
H 10.2684 -1.7989 -0.0275  0.4949
H 9.3024 -1.7183 -1.4748  0.2326
H 11.6205 -3.2943 -1.2738  0.2950
H 10.6512 -2.9728 -2.6676  0.3915
H 10.6510 -5.3469 -0.9082  0.3500
H 10.1404 -5.1859 -2.5499  0.3653
H 8.2761 -5.4385 -0.5961  0.4790
H 7.8510 -4.4073 -1.8421  0.4515
H 10.1835 -3.9288 1.2948  0.3900
H 8.7075 -4.8829 1.3554  0.3523
H 8.5538 -3.2766 2.0196  0.3277
Br -3.3075 5.4422 -1.1581  -0.7560
Br 0.6160 -4.5150 1.1635  -0.5491
Br -3.0624 -0.9091 2.6101  -0.6623

Summary:
**Net charge**: +5
**Spin multiplicity**: 2
**Total energy**: -300600.8772 eV
**Highest occupied orbital energy (spin up / spin down)**: -0.408 / -0.553 Ha
**Molar mass**: 1363.7 Da
**Kohn-Sham gap (spin up / spin down)**: 2.7 / 6.5 eV
**Max |F|**: 3.2 eV/A